The following is a quantum chemistry calculation of a structure of composition C18H54N14O14PZn2 at a distorted geometry, from the Open Molecules 2025 dataset.

The geometry in XYZ format:
```
103
Properties=species:S:1:pos:R:3:lowdin_charge:R:1
Zn 1.048 1.515 1.969 0.5758
Zn -0.878 -1.889 -1.234 0.6634
P 0.048 -0.213 0.406 0.1977
O 0.594 1.213 0.063 -0.3467
O 0.763 -1.246 -0.478 -0.3626
O -1.443 -0.506 -0.021 -0.3949
O 0.324 -0.270 1.952 -0.3478
C 3.438 0.260 -2.484 -0.6906
O 4.297 0.080 -3.350 0.0152
N 2.473 1.232 -2.558 0.1661
N 3.254 -0.641 -1.504 0.1647
H 1.688 1.154 -1.932 0.0452
H 2.672 1.934 -3.248 0.1136
H 2.363 -0.758 -1.009 0.0430
H 3.964 -1.274 -1.186 0.1042
C 2.052 -3.722 2.220 -0.6786
O 2.834 -4.558 2.662 0.0236
N 2.259 -2.920 1.167 0.1757
N 0.802 -3.496 2.783 0.1459
H 1.585 -2.226 0.873 0.0392
H 3.189 -3.038 0.795 0.1133
H 0.501 -2.534 2.718 0.0452
H 0.539 -4.077 3.558 0.0950
C -2.069 2.060 -2.522 -0.7205
O -2.619 2.432 -3.555 0.0183
N -0.723 1.959 -2.370 0.1605
N -2.692 1.555 -1.436 0.1681
H -0.097 2.123 -3.137 0.1037
H -0.425 1.725 -1.423 0.0394
H -2.196 1.099 -0.676 0.0435
H -3.684 1.733 -1.463 0.1108
C 1.322 0.677 4.908 -0.6114
O 1.657 1.303 3.886 -0.0096
N 1.705 1.098 6.125 0.1813
N 0.632 -0.471 4.883 0.2021
H 1.705 0.583 6.988 0.1134
H 2.415 1.814 6.164 0.1176
H 0.360 -0.588 3.905 0.0676
H 0.224 -1.003 5.623 0.1170
C -2.131 -3.555 0.938 -0.5997
O -1.759 -3.339 -0.233 -0.0154
N -2.252 -4.781 1.474 0.1868
N -2.529 -2.535 1.727 0.2026
H -2.346 -4.889 2.467 0.1058
H -2.683 -5.491 0.903 0.1239
H -2.367 -1.637 1.280 0.0684
H -2.929 -2.723 2.624 0.1133
C -1.915 2.566 2.334 -0.5949
O -0.704 2.470 2.586 -0.0011
N -2.647 3.696 2.288 0.2042
N -2.627 1.478 1.910 0.1894
H -2.203 4.586 2.444 0.1255
H -3.545 3.622 1.857 0.1075
H -2.156 0.594 1.850 0.0666
H -3.614 1.589 1.794 0.1073
C -1.485 5.435 -1.075 -0.1167
O -0.506 5.621 -0.076 -0.1647
C 0.151 4.363 0.119 -0.2300
C 1.209 4.606 1.213 -0.1337
N 1.925 3.339 1.554 -0.0482
C 2.850 3.054 0.460 -0.2031
C 3.879 1.992 0.796 -0.1351
O 3.193 1.011 1.608 -0.2485
C 4.067 0.051 2.116 -0.1013
H -2.148 6.279 -1.277 0.0912
H -2.230 4.649 -0.900 0.0761
H -0.951 5.248 -2.012 0.0939
H 0.663 4.026 -0.784 0.1132
H -0.547 3.620 0.498 0.0866
H 0.559 4.968 2.009 0.1241
H 1.841 5.392 0.800 0.1314
H 2.458 3.659 2.361 0.1431
H 3.368 3.952 0.096 0.1359
H 2.444 2.787 -0.518 0.0882
H 4.587 2.539 1.433 0.1303
H 4.431 1.427 0.046 0.1275
H 3.672 -0.723 2.775 0.0940
H 4.943 0.489 2.606 0.1000
H 4.505 -0.576 1.325 0.0845
C 0.075 -5.110 -2.089 -0.0372
O -0.053 -3.694 -2.283 -0.2408
C 0.445 -3.326 -3.550 -0.1954
C 0.364 -1.803 -3.668 -0.1266
N -0.981 -1.232 -3.224 -0.0449
C -2.075 -1.872 -3.984 -0.1610
C -3.378 -1.363 -3.422 -0.1761
O -3.411 -1.917 -2.113 -0.2290
C -4.679 -1.832 -1.494 -0.0918
H -0.448 -5.684 -2.857 0.1004
H -0.437 -5.274 -1.144 0.0810
H 1.116 -5.433 -2.095 0.1028
H -0.115 -3.750 -4.388 0.1276
H 1.499 -3.616 -3.584 0.1433
H 0.599 -1.549 -4.705 0.1352
H 1.024 -1.203 -3.043 0.0896
H -0.977 -0.244 -3.457 0.1101
H -1.973 -2.955 -3.989 0.1200
H -2.023 -1.645 -5.056 0.1395
H -4.190 -1.853 -3.969 0.1358
H -3.469 -0.275 -3.372 0.1200
H -4.762 -2.186 -0.468 0.0832
H -5.488 -2.371 -2.001 0.0919
H -5.015 -0.790 -1.517 0.0861
```

Summary:
- electronic energy (Eh) = -6438.4793
- ΔE to the lowest compared entry with this formula, charge and spin (kJ/mol) = 0.0
- total charge = +1
- gap between HOMO and LUMO (eV) = 9.0671
- multiplicity = 1